193
Properties=species:S:1:pos:R:3:forces:R:3 method="wB97M-V/def2-TZVPD" total_charge=+5 multiplicity=1 homo_lumo_gap_ha=0.322
Cl 0.17933 -2.45679 2.06901 0.293 0.305 0.173
C -7.94714 0.27401 -2.81361 0.450 -0.575 -1.957
O -7.13718 -0.46883 -3.76940 0.471 0.156 0.124
C -7.15444 -1.87912 -3.56627 -0.724 0.186 0.131
C -6.42481 -2.46535 -4.75916 -0.594 -1.307 -0.396
N -5.11485 -1.80155 -4.85790 -0.612 0.105 -0.503
H -5.29745 -0.81145 -4.85161 0.103 0.920 0.080
H -4.59432 -2.05319 -4.04318 0.541 -0.139 1.041
C -4.30827 -2.18024 -6.02148 0.809 0.094 -1.230
C -4.64749 -1.29095 -7.22928 1.446 -0.701 -0.348
O -4.23156 -0.01051 -6.78147 -1.398 0.802 -1.241
C -4.86777 0.98022 -7.65699 0.837 0.146 0.250
H -7.67800 1.32505 -2.84302 0.328 -0.125 0.126
H -7.80825 -0.21204 -1.89182 0.002 -0.087 1.575
H -8.95419 0.18130 -3.16384 -0.854 0.005 0.143
H -8.21319 -2.22323 -3.48773 0.758 -0.093 -0.216
H -6.61919 -2.17552 -2.65356 -0.129 0.216 0.126
H -6.99735 -2.29952 -5.67143 0.150 0.262 -0.054
H -6.20542 -3.56105 -4.74005 -0.428 0.815 0.484
H -4.48462 -3.24816 -6.15138 0.413 0.055 -0.306
H -3.25966 -1.94742 -5.75510 -0.610 -0.557 -0.228
H -5.70488 -1.35868 -7.50991 0.004 0.295 0.152
H -4.03909 -1.51236 -8.16971 -0.786 -0.374 1.260
H -4.44068 1.03001 -8.68310 -0.381 -0.784 0.483
H -4.58511 1.93525 -7.25212 -0.267 0.461 0.446
H -5.95697 0.83754 -7.64565 0.368 0.141 -0.168
C 4.45419 -0.80602 -0.73515 -1.136 -1.941 1.418
O 4.13097 -0.80690 0.70622 0.673 1.088 -1.928
C 3.79039 -2.05516 1.22428 -0.686 -0.200 1.119
C 3.63936 -1.82605 2.72853 0.694 0.221 0.349
N 2.67750 -0.72956 2.93151 -0.553 -0.214 1.008
H 3.03801 0.01472 2.34510 -0.411 0.578 -0.197
H 1.71760 -1.08392 2.63668 0.240 0.116 -0.306
C 2.57787 -0.31035 4.36845 -0.340 -0.791 -0.037
C 1.85454 0.97789 4.51606 -1.621 0.515 0.505
O 2.46147 1.97958 3.77955 0.742 0.241 -0.670
C 2.76894 3.17501 4.49065 -0.700 -0.968 -0.631
H 5.09114 -1.67556 -0.98207 -0.150 0.507 0.158
H 4.89551 0.10139 -1.00610 1.020 1.353 0.092
H 3.54227 -0.86122 -1.33106 -0.266 -0.311 0.138
H 4.61400 -2.74078 1.13635 0.188 -0.722 -0.532
H 2.82340 -2.41424 0.82956 0.476 -0.197 -0.088
H 4.58700 -1.44393 3.15457 -0.265 -0.369 -0.323
H 3.31601 -2.67326 3.33526 -0.026 -0.156 -0.466
H 3.53908 -0.29267 4.83684 0.933 0.293 -0.157
H 2.06406 -1.10193 4.90166 -0.406 -0.212 -0.110
H 1.72512 1.26233 5.58429 0.338 -0.371 -0.473
H 0.83209 0.91553 4.10830 0.034 -0.484 0.236
H 2.82944 3.88512 3.68769 0.458 0.780 0.081
H 3.69298 3.00469 5.02836 0.145 0.524 0.365
H 1.90727 3.41194 5.11611 0.296 0.289 0.327
C -8.43264 -4.93420 0.29104 1.755 0.592 0.794
O -7.11624 -4.49954 0.75210 1.097 -0.517 -0.335
C -6.01470 -5.25539 0.14563 -2.196 0.218 0.809
C -4.75830 -5.04945 0.97683 0.837 0.508 -1.779
N -4.95128 -5.40630 2.39260 0.048 1.564 0.637
H -5.73908 -4.85335 2.79690 -0.229 -0.595 -0.397
H -5.11841 -6.40536 2.39874 -0.370 -0.187 0.547
C -3.83248 -5.02748 3.33213 2.001 0.383 -0.134
C -4.40019 -4.71832 4.68385 -0.841 -1.534 0.015
O -5.50085 -3.87331 4.47630 0.459 0.036 0.053
C -6.08165 -3.52726 5.72922 -0.115 0.413 -0.063
H -9.08732 -4.19768 0.74625 -0.381 -0.297 -0.246
H -8.54964 -5.92813 0.67860 -0.678 -0.531 0.132
H -8.46223 -4.95217 -0.78889 -0.221 0.171 -0.355
H -5.97417 -4.93134 -0.88691 0.896 0.177 -0.217
H -6.32087 -6.30137 0.09392 0.132 -0.337 0.224
H -4.42711 -4.00257 0.82674 -0.107 -0.551 0.692
H -3.93707 -5.70250 0.62672 -0.435 0.429 -0.129
H -3.21698 -4.16051 2.99464 -0.929 -0.522 -0.499
H -3.11647 -5.84928 3.43753 -0.259 -0.030 -0.246
H -3.67502 -4.29704 5.38810 0.104 -0.053 -0.331
H -4.73283 -5.71359 5.07125 -0.014 0.672 0.371
H -5.29060 -3.47661 6.47510 -0.098 -0.174 0.268
H -6.84520 -4.26697 5.99807 0.078 0.387 0.128
H -6.44934 -2.50742 5.62031 -0.490 -0.261 0.066
C -1.56438 8.02936 5.45764 1.721 -0.370 -0.125
O -2.48352 7.01076 5.97128 0.328 1.958 -1.087
C -3.40719 7.50067 6.91057 0.634 -1.764 2.169
C -4.03965 6.18336 7.43982 -0.326 0.621 0.125
N -4.76578 5.44409 6.33182 0.250 1.374 -1.197
H -5.49645 6.05946 5.90895 0.441 -0.408 0.640
H -4.08863 5.34748 5.51921 -0.555 -0.476 1.133
C -5.37608 4.14568 6.75881 2.698 -0.392 0.177
C -5.41655 3.25692 5.55215 -0.820 0.776 -1.137
O -4.22976 3.33256 4.78376 -0.176 -0.164 0.962
C -4.40123 2.58456 3.58179 0.059 1.244 0.131
H -1.77425 9.10633 5.54970 -0.812 -0.543 0.780
H -1.39064 7.95961 4.37040 -0.407 -0.732 0.392
H -0.57372 7.83964 5.95145 -0.888 0.273 -0.376
H -4.13537 8.21398 6.55064 -0.190 0.226 -0.410
H -2.91804 7.92079 7.84731 -0.328 -0.117 -1.185
H -4.78992 6.40752 8.22663 0.579 -0.358 -0.318
H -3.22612 5.49634 7.77992 -0.804 0.648 -0.124
H -6.28649 4.35035 7.27236 -0.847 -0.082 0.047
H -4.66569 3.70972 7.47049 -0.147 0.239 0.104
H -6.19648 3.70542 4.92884 -0.511 -0.609 -0.252
H -5.61184 2.22148 5.77817 -0.468 -0.284 0.356
H -3.43607 2.71810 3.12585 0.091 -0.325 -0.747
H -5.22198 3.04189 3.01338 0.281 -0.105 -0.238
H -4.64719 1.54814 3.74297 0.096 -0.493 0.312
C 3.76818 -6.91762 0.11310 -0.245 0.519 1.250
O 2.86689 -5.83650 0.34323 -1.051 0.084 0.639
C 1.75524 -6.12408 1.22759 1.891 -0.103 0.220
C 0.52708 -5.56578 0.60425 -0.501 -0.339 -0.220
N 0.45611 -5.84780 -0.89561 -2.473 1.119 -0.331
H -0.14311 -5.11051 -1.41845 0.799 -1.030 1.281
H 1.36875 -5.69965 -1.32650 0.594 -0.516 0.291
C -0.12173 -7.18653 -1.37552 0.611 -0.550 -0.250
C 0.43471 -7.33339 -2.81250 -0.067 -0.268 1.089
O 1.82707 -7.01753 -2.77839 -0.882 -0.215 0.098
C 2.44891 -7.47342 -3.97729 -0.300 0.514 -0.115
H 4.59079 -6.82341 0.80463 0.500 -0.114 0.031
H 4.06246 -6.88147 -0.88975 0.764 0.367 -1.456
H 3.33335 -7.88750 0.22983 -0.655 -0.628 0.362
H 1.85072 -5.73490 2.27508 0.160 0.424 -0.950
H 1.76699 -7.17452 1.42905 -0.426 -1.006 -0.374
H 0.52736 -4.50458 0.81779 -0.252 0.421 -0.559
H -0.32160 -6.00384 1.13362 -0.265 0.080 -0.458
H -1.24789 -7.14905 -1.47908 1.309 0.138 0.667
H 0.23576 -8.02941 -0.71557 -0.449 1.114 -0.511
H -0.17163 -6.62132 -3.38105 0.439 -0.004 -0.659
H 0.28779 -8.36221 -3.18746 -0.131 0.435 0.158
H 1.84205 -7.09154 -4.80618 0.331 -0.283 -0.222
H 2.50768 -8.56088 -3.99040 -0.005 -0.038 -0.093
H 3.43635 -7.03325 -4.01359 0.186 -0.036 -0.034
C 6.05434 4.65160 0.43455 0.922 -0.422 1.595
C 7.09848 5.38428 1.38036 0.092 -0.172 -1.423
C 8.40211 5.60011 0.49638 -1.486 -0.577 0.314
N 9.63130 6.21565 1.09719 -1.380 -0.143 1.434
C 9.29929 7.45077 1.92420 0.211 0.377 -0.428
C 10.51172 7.93497 2.67094 0.687 1.098 0.149
C 11.22653 6.92124 3.54233 -2.877 -0.158 -0.155
C 11.43049 5.62869 2.83895 0.427 -0.655 -0.619
C 10.16842 5.20414 2.04515 2.205 -0.124 0.976
C 10.54785 6.59612 0.01163 -0.006 -0.238 -1.069
H 5.71880 5.28345 -0.37238 -0.054 0.107 -0.245
H 5.21287 4.32400 1.05376 -0.084 0.379 -0.175
H 6.47552 3.70858 0.06981 0.088 0.270 -0.273
H 7.21837 4.78893 2.31304 0.182 0.569 -0.679
H 6.67194 6.36960 1.56972 0.056 -0.115 0.507
H 8.11005 6.30782 -0.28611 0.015 -0.480 -0.216
H 8.66560 4.58491 0.11068 0.154 1.065 -0.046
H 8.47180 7.22219 2.60088 0.134 -0.123 -0.252
H 9.04621 8.25147 1.21872 -0.495 -0.367 0.116
H 10.19209 8.77282 3.29279 -0.220 -0.062 0.093
H 11.21363 8.43896 2.00218 0.016 -0.257 -0.285
H 10.56640 6.78473 4.40111 0.084 -0.288 0.239
H 12.09155 7.33924 3.89660 2.271 0.903 0.896
H 11.64312 4.82637 3.55369 -0.204 0.028 -0.085
H 12.34826 5.64502 2.21949 -0.590 0.105 -0.085
H 9.42596 4.89458 2.77448 -0.436 0.258 -0.300
H 10.50384 4.36092 1.48911 -0.263 -0.836 -0.732
H 10.10311 7.43942 -0.55390 0.240 -0.459 0.423
H 10.64125 5.73817 -0.68885 0.255 0.533 0.596
H 11.48399 6.90468 0.45506 0.242 -0.113 -0.254
C 3.04913 -1.22201 -6.60072 -1.380 0.238 0.145
C 2.27059 0.04029 -6.20093 -0.411 -0.192 -1.137
C 1.01096 -0.32125 -5.42932 -0.410 -0.449 -1.995
N 0.13746 0.83568 -5.09170 -0.410 0.322 1.355
C -1.01531 0.31394 -4.26165 -0.215 -0.885 0.123
C -1.89148 1.36608 -3.61379 -0.513 -0.225 -2.035
C -1.07152 2.33613 -2.87401 0.711 1.278 0.096
C -0.02055 3.00047 -3.82758 0.296 -0.956 1.831
C 0.89864 1.89873 -4.33730 0.991 0.111 -0.946
C -0.45523 1.43754 -6.27702 -0.746 -0.485 -1.569
H 3.34595 -1.83805 -5.78252 0.439 -0.254 0.740
H 3.85063 -1.04417 -7.26503 1.140 0.569 -0.326
H 2.39368 -1.82586 -7.20025 -0.554 -0.475 -0.263
H 1.98690 0.51601 -7.17617 0.283 0.003 0.964
H 2.83238 0.72133 -5.58678 0.653 0.252 -0.085
H 1.25019 -0.84586 -4.53431 0.083 -0.337 0.847
H 0.36545 -0.96292 -6.07328 0.479 0.151 0.591
H -0.57261 -0.28171 -3.44512 -0.146 -0.069 -0.529
H -1.62258 -0.31079 -4.95458 0.595 0.126 0.617
H -2.50729 0.82409 -2.93732 -0.746 -0.501 0.563
H -2.56655 1.82944 -4.36533 0.331 -0.118 0.450
H -0.55133 1.74300 -2.13383 0.379 0.168 0.581
H -1.74221 3.03499 -2.35944 0.504 0.161 -0.123
H 0.69312 3.62378 -3.25285 -0.813 0.258 -0.404
H -0.54950 3.53061 -4.60953 0.351 0.360 -0.149
H 1.49461 1.39530 -3.55394 -0.664 0.178 0.006
H 1.68557 2.27558 -5.04406 -0.965 -0.097 0.530
H -1.30863 2.06174 -6.01601 0.474 0.267 0.067
H -0.92508 0.61501 -6.86649 0.693 0.596 0.095
H 0.32899 1.97411 -6.81727 -0.488 -0.067 -0.156
P -2.68775 -3.72265 -2.64847 0.691 -2.219 -0.331
F -4.27100 -3.38047 -2.65326 -0.632 -0.179 -0.072
F -2.43521 -2.64333 -1.54443 0.321 1.010 0.766
F -2.92707 -4.81057 -1.47117 0.148 -0.332 -0.273
F -1.05440 -4.07962 -2.68993 -0.621 0.256 0.184
F -2.88150 -4.88762 -3.79022 -0.224 0.952 0.786
F -2.50462 -2.61083 -3.77918 0.499 0.508 -0.779